[1]
Molecular formula: C48H58BaCl5N3O4P2
Method: DFT, ωB97M-V/def2-TZVPD

Each line ends with the Mulliken charge.
Atoms and positions in Å:
Cl  -0.68209  -4.82334  -7.07807  -0.2349
H  -0.76463  3.75066  2.42742  0.0861
H  1.28885  -3.97306  3.46025  0.3166
H  0.36529  5.37418  -2.23558  0.3090
H  3.63014  -2.00914  2.48187  0.0536
H  4.57804  4.77553  0.56305  0.0535
C  -0.04649  4.57117  -2.86105  -1.4813
C  -1.81557  3.79067  2.16082  -1.2182
C  1.07429  -6.46264  -0.81370  -0.4561
H  2.89295  -3.06645  -0.73011  0.1392
P  1.25730  -0.23670  3.05445  0.2475
Cl  2.24712  -3.80357  -6.29083  -0.2456
H  -0.51560  1.79955  -2.80151  -0.0780
H  5.08713  -0.69644  -1.24936  0.2205
C  -1.23152  -1.94781  -4.31085  0.0871
H  -0.26651  -3.14147  3.57889  0.4793
H  0.44909  -2.76574  5.75620  0.5873
C  -1.12324  3.75324  -2.13465  0.2489
C  4.27171  -0.58873  -0.50884  -0.9324
C  -7.25587  1.46156  -0.10719  -0.6575
C  -0.35554  -3.74342  -5.82358  -0.2394
C  2.32555  0.53287  0.54909  -2.0255
H  -3.45018  -5.63905  0.35036  0.4155
H  -1.57051  5.86572  -0.63780  0.3580
O  1.11654  1.30243  -4.76893  -0.6203
C  -2.05301  4.17320  0.68081  0.5871
H  -3.07297  -2.12119  0.73149  0.2017
H  3.98767  -0.16621  4.36897  0.3932
H  0.98280  1.51885  -5.73156  0.2376
C  0.78332  -3.06795  3.25639  -1.1844
C  -4.66742  0.72287  -0.65341  -0.0521
H  -4.45899  2.57087  -1.74329  0.2977
H  2.12295  2.97743  3.22709  0.1567
Cl  -2.61832  -0.99339  -3.78362  -0.0106
C  2.97993  6.97852  0.26437  -1.7330
H  3.78190  2.38951  1.12227  0.2472
H  -1.47894  -6.37995  -0.61492  0.2313
H  5.57655  -2.89053  -0.33321  0.3931
C  3.21501  0.37416  -0.54356  0.7709
C  3.47338  4.47268  0.58858  -0.8101
C  0.28400  -5.32378  -0.68039  0.3078
H  -4.31857  -3.64737  1.10013  0.4248
H  -7.54070  -0.48335  0.73848  0.2827
C  0.93508  -3.99144  -0.56783  -0.0249
C  -1.43359  -3.02000  -5.19604  0.2464
H  0.81366  3.94187  -3.08428  0.2566
C  0.92002  -3.29930  -5.46470  0.5052
H  -2.32394  4.39489  2.94538  0.4598
C  -6.40486  2.33708  -0.86433  -0.5205
H  6.35391  -2.02777  0.99321  0.4353
H  0.53656  -7.39414  -1.04110  0.2525
C  2.59213  5.50757  0.20516  -0.2541
H  -5.38183  -4.28151  -0.11528  0.5214
C  1.35532  -1.87911  4.05353  1.0077
H  -1.04022  6.12421  0.98313  0.3250
H  -0.11702  -1.09611  5.54722  0.2981
C  -1.40774  2.43367  -2.89718  -0.4736
C  -6.91241  0.13690  0.11837  -0.7707
H  4.12436  -5.23790  -0.10504  0.2406
O  -2.12518  -2.16050  1.09646  -0.4812
P  -0.84699  3.21027  -0.35788  0.8558
H  -0.44462  4.90272  -3.79048  0.5121
C  3.07821  -5.23875  -0.46829  -0.4427
H  -1.71163  -2.93602  0.55518  0.3624
H  2.46219  -2.15869  4.14475  -0.0086
C  2.45161  -0.40336  1.62314  0.7394
H  -2.20776  2.74312  2.26923  0.2117
C  -5.11041  1.97456  -1.10764  -0.1784
H  -6.16211  -2.21382  0.39966  0.1972
H  4.06578  7.14841  0.09656  0.3520
C  2.40728  -4.03499  -0.55286  0.2347
H  0.74524  -2.94303  2.13129  -0.1057
O  -3.46738  0.38492  -0.58965  0.2578
C  -1.11629  -5.35689  -0.52107  -0.6615
H  4.01871  1.26941  5.26104  0.3761
H  -2.12153  4.27972  -2.08063  0.4613
H  3.10240  -7.26225  -0.93288  0.3697
C  0.76994  -1.77722  5.47852  -1.9000
H  0.87895  0.37963  -4.61261  0.2779
C  1.30695  5.06430  -0.03806  -0.0553
H  -3.09024  3.98770  0.40313  0.2241
C  -1.86488  5.66484  0.39635  -1.6096
C  3.44566  -1.38263  1.63308  0.3618
H  -6.79140  3.34090  -1.14841  0.3169
H  1.77192  2.89967  4.99217  0.5148
H  -1.53909  2.67124  -3.96808  0.3885
C  1.11182  -2.44117  -4.34727  0.3773
C  3.08093  3.17185  0.77514  -0.1652
Ba  -1.11633  -0.55624  -0.95662  0.3742
H  -2.27578  2.00672  -2.42089  0.0305
C  2.17116  0.94673  4.13867  0.4200
C  -4.41670  -3.81950  0.02135  -1.0939
C  2.45640  -6.42727  -0.75410  -0.9177
H  1.56230  -1.47368  6.19390  0.3308
C  -5.34788  -1.77316  -0.19671  -0.3311
C  1.72950  2.73400  0.43498  -0.9278
H  3.04564  0.96216  -1.46736  0.4325
C  -5.64890  -0.29944  -0.26462  0.3863
Cl  2.70518  -2.44495  -3.56080  -0.2140
H  -3.54169  -5.18381  -1.36731  0.3838
H  1.84298  0.66772  5.17992  0.4511
C  3.71474  0.86496  4.24937  -1.3870
C  0.84062  3.77266  0.03011  0.7390
N  1.34838  1.46966  0.58372  0.6700
H  2.43465  7.58773  -0.42582  0.3877
C  4.34755  -1.48339  0.56813  0.7973
H  -8.21164  1.82930  0.25269  0.3390
N  -4.38139  -2.45367  -0.62268  -0.2213
H  0.54912  5.75892  -0.37255  0.2450
H  -2.80216  6.21570  0.48383  0.4002
Cl  -3.04260  -3.49615  -5.57206  -0.2485
H  2.80328  7.41988  1.26280  0.2817
C  1.60854  2.39014  4.01840  -1.4480
H  4.26893  1.41350  3.48117  0.1652
C  0.04272  -1.80383  -3.79348  -0.7114
O  0.27913  -2.89173  -0.56807  0.4231
H  5.11631  -3.31811  1.39746  0.2642
N  -1.90609  -4.34472  -0.31559  0.0897
H  0.53713  2.44769  3.77385  0.2478
C  5.43292  -2.54662  0.67281  -1.9606
C  -3.33840  -4.78838  -0.35954  -0.8403

Properties
E (eV): -145261.558
Max |F| (eV/Å): 3.5
Net charge: -2

***

[2]
Molecular formula: C48H60BaI2N6OS2Se
Method: DFT, ωB97M-V/def2-TZVPD

Each line ends with the Mulliken charge.
Atoms and positions in Å:
H  4.90207  -4.75677  -4.07990  0.3225
H  2.07707  3.20883  5.52500  0.2079
H  -3.74593  3.86963  -2.84260  0.4620
H  3.32137  2.56953  -7.17960  0.3932
C  -0.95583  -3.28817  -1.68870  0.8433
H  -0.98263  3.86563  -4.39840  0.1699
C  0.73687  -5.03037  4.12070  -1.0181
C  4.55967  -4.22507  -3.19890  -0.5609
H  -1.02833  5.74203  3.84940  0.4712
C  0.62907  0.75723  4.16580  -0.3486
N  0.77667  3.54113  -5.40940  0.2715
H  -3.64823  -3.23197  -2.18430  0.1559
C  1.37417  4.03033  5.63340  -1.1048
C  2.49487  2.74123  -6.52020  -0.4086
C  -4.80243  3.99793  -0.97370  -1.1834
C  0.93937  -0.54347  3.71710  0.2901
H  3.46687  0.33893  -6.06580  0.2734
C  1.34897  -1.64877  4.50960  0.7083
N  2.06347  1.79373  -5.63440  0.2639
C  1.70147  3.82893  -6.37730  -0.5264
H  -2.81603  4.60903  -1.53350  0.3220
H  3.47237  -4.78567  -0.06040  0.3743
C  0.06607  1.80473  3.46130  -0.3787
C  0.36177  -5.31707  -0.78390  -0.6054
H  4.86047  1.42653  0.03970  0.5779
H  -3.87383  2.00883  -3.97560  0.4854
C  -2.94973  1.32073  -2.18460  1.4067
H  -0.22203  -2.86557  6.43300  0.2150
C  -1.96693  2.23483  -0.35990  0.3357
C  -2.85743  2.48913  -1.47880  1.2299
C  -0.59613  -6.13347  0.08870  -1.1540
C  2.65637  0.51623  -5.36320  -0.8450
H  -3.72423  -4.63637  -3.26160  0.3809
N  -1.51743  0.96843  -0.42480  -1.4711
C  -2.09473  0.36593  -1.50890  -0.8915
H  -5.69223  0.96343  -2.62310  0.2475
S  4.17707  -0.40827  -2.11750  -0.4069
H  -0.30953  4.07303  -0.66810  0.2746
C  1.24187  -2.21447  2.34730  -1.5674
H  -4.59053  3.92743  0.09030  0.1217
C  -1.70743  -3.93037  -2.81190  -1.0514
O  0.17787  4.27803  -1.48480  -0.7035
H  -3.23613  -4.82777  -1.57050  0.2323
H  -3.05883  0.45103  -4.10380  0.2601
C  -0.06173  3.55233  5.41100  -0.9717
C  -1.64403  3.15253  0.65440  -0.8461
H  -3.47203  6.08353  3.36700  0.3498
C  -0.91863  3.78623  2.99890  0.6449
H  -0.74703  4.37263  5.64760  0.3776
H  -0.52683  -1.12797  6.45940  0.2123
Se  -0.04423  1.35783  -3.79380  -0.3227
H  0.14497  -5.02157  3.20830  0.0788
H  -5.52353  3.22433  -1.23020  0.2553
H  -0.27653  2.73333  6.10490  0.3863
H  -2.11593  4.12643  0.58820  0.0684
H  4.90097  -2.29327  -4.05060  0.3642
H  1.63257  4.78843  4.89950  0.2896
H  4.21337  -6.02007  -2.05690  0.3644
H  -5.24613  4.97263  -1.18580  0.4067
H  -2.44853  -1.27727  -2.75440  0.2344
H  -1.23093  -4.88027  -3.07560  0.2977
H  1.47507  4.46303  6.62950  0.4008
C  1.47307  -2.90397  1.05460  1.3216
H  0.32167  -1.89687  7.80930  0.4017
C  -3.02423  5.08763  3.37110  -1.1262
H  1.37287  -5.42857  -0.38970  -0.2129
C  -3.69453  1.06233  -3.45720  -0.8035
C  -3.51333  3.80183  -1.77460  -1.1888
H  3.04977  0.48233  -4.33860  0.2605
H  -1.66763  -3.27727  -3.69220  0.3693
H  1.77137  -3.93987  1.22510  0.4871
C  4.10567  -2.11917  -2.07790  0.0129
C  1.51827  -1.65617  5.99600  -1.1331
I  4.14217  1.83033  2.60480  -0.0541
C  -0.96083  2.89703  1.85210  0.6177
N  -0.19783  -1.68557  -0.27700  -0.8912
C  3.73777  -4.24197  -0.95950  -0.3535
H  0.10887  -4.67197  4.93210  0.2018
C  -0.29793  3.09633  4.00420  0.7734
H  -3.51703  4.47803  2.61850  0.2018
H  0.03477  3.48593  -2.01730  0.1594
N  -0.32483  1.74783  2.14830  -0.9797
C  1.53957  -2.71487  3.63200  0.6691
C  0.41937  -2.83277  0.01920  -1.3451
C  3.89097  1.39753  0.52390  0.1791
N  0.90187  -0.92247  2.40540  -0.3443
C  -1.52433  5.15533  3.07170  -1.2564
Ba  0.53297  0.32173  0.47890  2.7120
H  -0.62603  -5.73087  1.10030  0.1485
H  1.93357  -0.69627  6.32110  0.3544
H  -5.53043  0.17703  -4.20010  0.4118
C  3.65847  -2.85947  -0.96170  0.3604
H  0.83297  0.94603  5.21410  0.0913
H  2.54557  -4.13167  4.87830  0.3828
S  3.08707  -2.03967  0.49550  -0.3438
C  -5.03473  0.35583  -3.24370  -1.2355
H  -1.60373  -6.09077  -0.31880  0.2221
H  1.90007  -0.26367  -5.45950  0.2903
I  2.58927  2.78723  -0.41660  0.1464
C  1.95287  -4.11597  3.95780  -0.9526
H  0.28857  5.04643  -4.05500  0.2999
H  3.46627  0.40813  0.45030  -0.9588
H  -4.88343  -0.59777  -2.74330  0.1883
H  -3.19093  4.62473  4.34250  0.3143
C  4.16477  -4.93727  -2.07700  -0.6785
H  1.71317  4.76823  -6.89140  0.4568
C  -3.17253  -4.17567  -2.43980  -0.9610
H  -0.28763  -7.17937  0.14400  0.4294
H  2.22967  -2.43667  6.28670  0.3997
H  0.36737  -5.73057  -1.79790  0.4299
C  -1.05333  -1.92277  -1.30920  0.5766
C  0.99677  2.27863  -4.95500  -0.2107
H  -0.57323  5.09803  -5.62220  0.3295
C  0.19117  -1.90097  6.72410  -1.0549
C  -0.02983  -3.87277  -0.82970  1.1606
C  -0.17673  4.44933  -4.84300  -0.7496
H  1.02627  -6.05887  4.34260  0.4164
C  4.55017  -2.84917  -3.18980  -0.5396
C  -1.88613  -0.94757  -1.88730  -0.6854
H  -1.37313  5.68293  2.12670  0.4034
H  2.58967  -4.50897  3.15940  0.2168

Properties
Max |F| (eV/Å): 6.4
ΔE to the lowest compared entry with this formula, charge and spin (kcal/mol): 8.01
Net charge: -2

***

> The highest max |F| belongs to which entry?

C48H60BaI2N6OS2Se